a.
Computed, not measured: an isolated molecule of C3H5P3, with ωB97M-V/def2-TZVPD.

Values from the calculation:
SMILES string   CP1#P=CC=P1
Charge   0
HOMO-LUMO gap   7.7 eV
LUMO level   -0.032 hartree

The geometry in XYZ format:
```
11
C3H5P3 (ωB97M-V/def2-TZVPD)
C -2.24 -0.45 0.23
P -0.37 -0.30 1.10
P 0.19 1.62 0.36
C 1.65 1.12 -0.27
C 1.99 -0.28 -0.43
P 1.02 -1.57 0.06
H -2.74 0.05 1.08
H -2.54 -1.50 0.25
H -2.35 -0.08 -0.84
H 2.25 1.89 -0.89
H 3.14 -0.50 -0.65
```

These are the Löwdin partial charges, in e, on atoms 1 to 6:
1 C -0.3276
2 P 0.3480
3 P 0.5998
4 C -0.6708
5 C -0.6860
6 P 0.5767


b.
Computed, not measured: an isolated molecule of C3H5P3, with ωB97M-V/def2-TZVPD.

Values from the calculation:
SMILES string   CP1=CP=CP=1
Charge   0
HOMO-LUMO gap   7.8 eV
LUMO level   -0.032 hartree

The geometry in XYZ format:
```
11
C3H5P3 (ωB97M-V/def2-TZVPD)
C -1.96 0.34 0.04
P -0.19 0.31 1.06
C 0.59 -1.22 0.59
P 2.08 -1.24 -0.23
C 2.11 0.49 -0.67
P 0.94 1.63 -0.22
H -2.74 0.34 0.79
H -1.98 -0.56 -0.56
H -1.98 1.23 -0.56
H 0.21 -2.13 1.04
H 2.93 0.82 -1.29
```

These are the Löwdin partial charges, in e, on atoms 1 to 6:
1 C -0.2648
2 P 0.5944
3 C -0.7897
4 P 0.7700
5 C -0.8502
6 P 0.6003


c.
Computed, not measured: a 2-piece molecular cluster, C3H5P3 overall, with ωB97M-V/def2-TZVPD.

Values from the calculation:
SMILES string   CC1=P#[PH]1.C#P
Charge   0
HOMO-LUMO gap   8.5 eV
LUMO level   -0.003 hartree

The geometry in XYZ format:
```
11
C3H5P3 (ωB97M-V/def2-TZVPD)
C 1.16 0.42 -0.83
C 0.90 -0.86 -0.15
P 1.16 -2.47 -0.40
P 0.08 -1.68 1.23
H 0.29 0.85 -1.41
H 1.88 0.45 -1.59
H 1.40 1.29 -0.13
H -1.25 -1.71 0.56
C -1.88 1.11 1.05
P -2.51 2.13 0.04
H -1.22 0.47 1.63
```

These are the Löwdin partial charges, in e, on atoms 1 to 6:
1 C -0.1993
2 C -0.9928
3 P 0.6505
4 P 0.4972
5 H 0.0735
6 H 0.0309


Energy comparison, zero being the most stable, in kcal/mol: a 8.2; b 0.0; c 62.3.


a.
Computed, not measured: an isolated molecule of C20H22N2O4, with ωB97M-V/def2-TZVPD.

Values from the calculation:
SMILES string   CC(C)C[C@H](NC(=O)c1ccccc1NC(=O)c1ccccc1)C(=O)O
Charge   0
HOMO-LUMO gap   8.9 eV
LUMO level   0.011 hartree

The geometry in XYZ format:
```
48
C20H22N2O4 (ωB97M-V/def2-TZVPD)
C 4.82 0.74 -2.01
C 4.20 0.42 -0.65
C 5.28 0.49 0.44
C 3.05 1.39 -0.38
C 2.26 1.08 0.90
N 1.69 -0.25 0.87
C 0.51 -0.46 0.25
O -0.11 0.50 -0.21
C 0.01 -1.85 0.20
C 0.90 -2.93 0.23
C 0.45 -4.23 0.21
C -0.92 -4.48 0.16
C -1.82 -3.44 0.11
C -1.38 -2.11 0.11
N -2.25 -1.04 0.02
C -3.61 -1.03 0.00
O -4.31 -2.02 0.11
C -4.20 0.33 -0.13
C -5.53 0.49 0.28
C -6.16 1.71 0.19
C -5.47 2.80 -0.33
C -4.16 2.66 -0.75
C -3.52 1.43 -0.66
C 1.13 2.10 1.07
O 1.02 3.12 0.45
O 0.37 1.80 2.13
H 5.62 0.05 -2.24
H 5.22 1.75 -2.01
H 4.07 0.67 -2.80
H 3.81 -0.60 -0.69
H 6.12 -0.14 0.18
H 5.64 1.51 0.54
H 4.89 0.17 1.40
H 2.35 1.36 -1.21
H 3.43 2.41 -0.30
H 2.89 1.16 1.79
H 2.18 -1.01 1.31
H 1.96 -2.74 0.24
H 1.15 -5.05 0.23
H -1.28 -5.50 0.16
H -2.88 -3.63 0.06
H -1.76 -0.15 -0.07
H -6.04 -0.38 0.66
H -7.18 1.82 0.51
H -5.96 3.76 -0.40
H -3.63 3.50 -1.16
H -2.51 1.35 -1.02
H -0.34 2.45 2.22
```

These are the Löwdin partial charges, in e, on atoms 1 to 6:
1 C -0.0775
2 C -0.4337
3 C -0.0731
4 C -0.1227
5 C -0.2022
6 N 0.1339


b.
Computed, not measured: C20H22N2O4 as an isolated structure, with ωB97M-V/def2-TZVPD.

Values from the calculation:
Charge   0
HOMO-LUMO gap   8.5 eV
LUMO level   0.019 hartree

The geometry in XYZ format:
```
48
C20H22N2O4 (ωB97M-V/def2-TZVPD)
C -3.56 -3.49 -0.08
H -3.35 -3.61 0.91
H -4.21 -4.10 -0.55
H -2.61 -3.73 -0.69
O -4.07 -2.39 -0.66
C -3.44 -1.20 -0.07
C -2.25 -1.30 0.69
C -1.55 0.02 0.79
C -2.18 1.24 0.58
C -3.31 1.26 0.00
C -4.04 0.33 -0.40
O -5.31 0.28 -1.15
C -5.24 -0.54 -2.47
H -6.24 -0.04 -2.68
H -4.53 0.10 -3.14
H -5.19 -1.47 -2.23
O -3.75 2.42 -0.10
C -5.05 2.82 -0.70
H -4.89 2.73 -1.91
H -5.88 2.41 -0.19
H -5.18 3.95 -0.76
H -1.77 2.22 1.16
C -0.23 0.10 1.69
O 0.02 0.88 2.64
N 0.61 -0.86 1.06
H 0.48 -1.58 0.49
C 1.95 -1.36 1.87
C 3.05 -0.64 0.86
C 3.61 -1.68 0.17
C 4.63 -0.89 -0.63
C 5.55 -1.02 -1.74
C 6.23 -0.12 -2.34
C 6.10 1.26 -1.76
C 5.12 1.40 -0.83
C 4.37 0.42 -0.26
N 3.47 0.69 0.73
C 3.01 1.68 1.21
H 3.72 2.00 2.39
H 2.83 2.53 0.68
H 1.92 1.63 1.98
H 5.08 2.47 -0.31
H 6.52 2.09 -1.98
H 6.90 -0.33 -2.95
H 5.65 -2.29 -1.99
H 3.47 -2.65 -0.07
H 2.23 -2.28 2.15
H 2.05 -0.65 2.80
H -1.59 -2.28 0.80
```

These are the Löwdin partial charges, in e, on atoms 1 to 6:
1 C -0.1674
2 H 0.0714
3 H 0.0641
4 H 0.1321
5 O -0.1176
6 C -0.0113


Energy comparison, zero being the most stable, in kcal/mol: a 0.0; b 468.0.


a.
Computed, not measured: a 2-piece molecular cluster, CHFIN overall, with ωB97M-V/def2-TZVPD.

Values from the calculation:
Charge   0
HOMO-LUMO gap (alpha / beta)   7.0 / 7.0 eV
LUMO level (alpha / beta)   -0.090 / -0.090 hartree

The geometry in XYZ format:
```
5
CHFIN (ωB97M-V/def2-TZVPD)
C -0.81 0.49 -0.34
N 1.43 -0.84 -0.47
F -0.44 1.40 0.53
I -2.21 -0.84 0.31
H 2.04 -0.20 -0.04
```

Formally, the Löwdin partial charges of the atoms, in units of the elementary charge, are as follows:
1 C -0.6665
2 N 0.1108
3 F -0.1127
4 I 0.8066
5 H -0.1383


b.
Computed, not measured: an isolated molecule of CHFIN, with ωB97M-V/def2-TZVPD.

Values from the calculation:
SMILES string   F/N=C/I
Charge   0
HOMO-LUMO gap   10.1 eV
LUMO level   0.009 hartree

The geometry in XYZ format:
```
5
CHFIN (ωB97M-V/def2-TZVPD)
F -0.61 -1.56 -1.44
N 0.59 -0.91 -1.42
C 0.68 -0.01 -0.39
I 2.39 1.05 -0.38
H -0.15 -0.02 0.29
```

Formally, the Löwdin partial charges of the atoms, in units of the elementary charge, are as follows:
1 F -0.1041
2 N -0.0898
3 C -0.7224
4 I 0.8808
5 H 0.0355


Energy comparison, zero being the most stable, in kcal/mol: a 128.2; b 0.0.


a.
Computed, not measured: a 2-piece molecular cluster, H3N2P overall, with ωB97M-V/def2-TZVPD.

Values from the calculation:
Charge   0
HOMO-LUMO gap   9.8 eV
LUMO level   0.008 hartree

The geometry in XYZ format:
```
6
H3N2P (ωB97M-V/def2-TZVPD)
N 0.09 -0.95 1.05
N -0.14 0.78 -0.69
P 0.41 -0.77 -0.46
H 0.47 -2.50 1.32
H -0.47 1.33 0.09
H 0.09 1.30 -1.52
```

Formally, the Löwdin partial charges of the atoms, in units of the elementary charge, are as follows:
1 N -0.4561
2 N -0.2756
3 P 0.5282
4 H 0.1652
5 H 0.0272
6 H 0.0110


b.
Computed, not measured: a 2-piece molecular cluster, H3N2P overall, with ωB97M-V/def2-TZVPD.

Values from the calculation:
SMILES string   N#P.N
Charge   0
HOMO-LUMO gap   8.8 eV
LUMO level   -0.009 hartree

The geometry in XYZ format:
```
6
H3N2P (ωB97M-V/def2-TZVPD)
N -1.88 -0.11 0.59
P -3.06 0.58 0.18
N 1.25 0.02 -0.03
H 1.83 -0.81 0.15
H 1.65 0.44 -0.93
H 0.21 -0.12 0.03
```

Formally, the Löwdin partial charges of the atoms, in units of the elementary charge, are as follows:
1 N -0.5485
2 P 0.6446
3 N -0.0414
4 H -0.0047
5 H 0.0236
6 H -0.0736


Energy comparison, zero being the most stable, in kcal/mol: a 26.4; b 0.0.


a.
Computed, not measured: an isolated ion of composition C6H13N2OS and charge +1, with ωB97M-V/def2-TZVPD.

Values from the calculation:
Charge   +1
HOMO-LUMO gap (alpha / beta)   8.6 / 8.6 eV
LUMO level (alpha / beta)   -0.135 / -0.135 hartree

The geometry in XYZ format:
```
23
C6H13N2OS (ωB97M-V/def2-TZVPD)
C -0.98 0.84 -1.23
C -1.07 0.97 0.30
C 0.05 -0.81 -0.18
C -0.23 -1.12 -2.74
C 0.74 2.30 1.43
C 0.98 -2.90 1.41
N -0.56 -0.45 -1.45
N -0.72 2.23 0.92
O -1.11 1.79 -1.97
S -0.42 -2.35 0.40
H -1.89 0.57 0.84
H 0.95 -0.48 0.01
H -1.15 -1.46 -3.26
H 0.32 -0.47 -3.30
H 0.38 -2.00 -2.48
H 0.75 2.88 2.43
H 1.09 1.30 1.74
H 1.25 2.77 0.55
H 1.91 -2.62 0.91
H 0.94 -3.97 1.62
H 0.97 -2.33 2.33
H -0.77 2.86 0.16
H -1.42 2.43 1.58
```

These are the Löwdin partial charges, in e, on atoms 1 to 6:
1 C -0.4541
2 C -0.0245
3 C -0.4245
4 C 0.0214
5 C 0.0532
6 C -0.3447


b.
Computed, not measured: an isolated ion of composition C6H13N2OS and charge +1, with ωB97M-V/def2-TZVPD.

Values from the calculation:
SMILES string   C=C(S)/C(=[NH+]\CNC)OC
Charge   +1
HOMO-LUMO gap   9.6 eV
LUMO level   -0.123 hartree

The geometry in XYZ format:
```
23
C6H13N2OS (ωB97M-V/def2-TZVPD)
C -1.25 -2.56 -0.52
C -0.75 -1.39 -1.04
S -1.70 -0.36 -2.16
C 0.51 -0.72 -0.49
N 0.38 -0.01 0.58
C -0.92 0.34 1.22
N -1.41 1.60 0.82
C -0.61 2.83 1.03
O 1.59 -1.00 -1.17
C 2.93 -0.67 -0.63
H -2.07 -3.13 -0.85
H -0.55 -3.15 0.17
H -1.73 -1.30 -3.09
H 1.23 0.54 1.02
H -1.51 -0.50 1.07
H -0.76 0.35 2.41
H -1.94 1.69 -0.09
H 0.19 2.94 0.37
H -0.18 2.65 2.02
H -1.29 3.72 0.98
H 3.50 -1.61 -0.79
H 2.96 -0.32 0.42
H 3.38 0.10 -1.30
```

These are the Löwdin partial charges, in e, on atoms 1 to 6:
1 C 0.0608
2 C -0.5762
3 S 0.8280
4 C -0.3545
5 N 0.1492
6 C -0.2135


Energy comparison, zero being the most stable, in kcal/mol: a 15.8; b 0.0.